# 1
{
  "formula": "C22H23AsNO3PS2Sn",
  "method": "the ωB97M-V functional and the def2-TZVPD basis",
  "elements": ["Sn", "O", "S", "O", "O", "C", "C", "C", "C", "C", "C", "P", "C", "C", "C", "C", "C", "C", "C", "C", "C", "C", "C", "C", "H", "H", "H", "H", "H", "H", "H", "H", "H", "H", "H", "H", "H", "H", "C", "As", "C", "C", "H", "H", "H", "H", "H", "H", "H", "H", "H", "S", "C", "N"],
  "xyz": [[-1.81, 0.38, 0.31], [-0.98, -1.82, 0.80], [-1.34, -2.37, -0.54], [-2.08, -3.58, -0.54], [-2.01, -1.18, -1.23], [0.21, -2.52, -1.34], [0.66, -3.75, -1.77], [1.94, -3.85, -2.28], [2.76, -2.73, -2.35], [2.30, -1.49, -1.91], [1.02, -1.37, -1.39], [0.54, 0.31, -0.89], [0.44, 1.25, -2.40], [-0.15, 0.58, -3.47], [-0.28, 1.22, -4.69], [0.17, 2.52, -4.85], [0.74, 3.20, -3.78], [0.86, 2.58, -2.54], [1.69, 0.79, 0.41], [2.38, 2.00, 0.49], [3.17, 2.28, 1.60], [3.28, 1.36, 2.63], [2.62, 0.14, 2.54], [1.82, -0.14, 1.45], [0.00, -4.61, -1.70], [2.31, -4.81, -2.62], [3.76, -2.82, -2.74], [2.95, -0.63, -1.96], [-0.51, -0.43, -3.35], [-0.73, 0.70, -5.53], [0.07, 3.02, -5.80], [1.09, 4.21, -3.90], [1.27, 3.14, -1.72], [2.35, 2.72, -0.31], [3.70, 3.22, 1.64], [3.89, 1.59, 3.49], [2.74, -0.60, 3.32], [1.31, -1.10, 1.39], [-1.64, 0.93, 4.51], [-2.18, -0.27, 3.09], [-1.71, -2.03, 3.70], [-4.11, -0.23, 3.14], [-2.14, 0.57, 5.41], [-1.94, 1.95, 4.29], [-0.56, 0.88, 4.64], [-2.46, -2.32, 4.43], [-0.72, -2.02, 4.14], [-1.73, -2.73, 2.86], [-4.44, -0.59, 4.11], [-4.51, -0.87, 2.36], [-4.47, 0.79, 2.99], [-4.09, 3.89, -1.79], [-3.13, 2.75, -1.33], [-2.32, 1.91, -1.00]],
  "total_charge": 2,
  "total_energy_ev": -128433.0497,
  "homo_ev": -14.6099,
  "lumo_energy_ev": -9.02,
  "orbital_gap_ev": 5.59
}

=====

# 2
{
  "formula": "C2H3FNP",
  "method": "the ωB97M-V functional and the def2-TZVPD basis",
  "elements": ["C", "C", "N", "F", "P", "H", "H", "H"],
  "xyz": [[0.55, -0.05, -0.23], [-0.63, 0.78, -0.16], [1.77, -0.04, -0.11], [-1.17, -1.49, 1.08], [-1.03, -1.02, -0.49], [-0.92, 1.22, 1.03], [-0.83, 1.53, -0.90], [2.27, -0.92, -0.22]],
  "smiles": "[H]/N=C1/CP1F",
  "total_energy_ev": -15617.2302,
  "homo_ev": -8.8660,
  "lumo_energy_ev": 0.15,
  "orbital_gap_ev": 9.01
}

=====

# 3
{
  "formula": "C28H42MnN4OS2Si2",
  "method": "the ωB97M-V functional and the def2-TZVPD basis",
  "elements": ["Mn", "C", "C", "N", "N", "C", "S", "S", "C", "C", "C", "C", "C", "C", "C", "C", "C", "C", "C", "C", "C", "O", "H", "H", "H", "H", "H", "H", "H", "H", "H", "H", "H", "H", "H", "H", "C", "C", "N", "C", "C", "N", "H", "H", "H", "H", "H", "H", "C", "Si", "C", "C", "C", "Si", "C", "C", "C", "H", "H", "H", "H", "H", "H", "H", "H", "H", "H", "H", "H", "H", "H", "H", "H", "H", "H", "H", "C", "H", "H", "H"],
  "xyz": [[0.25, 0.47, -0.32], [-0.10, -2.80, 2.56], [0.21, -1.46, 1.93], [-0.21, -1.20, 0.73], [-1.23, -2.06, 0.29], [-1.19, -2.62, -0.88], [-0.06, -2.80, -2.10], [-2.85, -3.41, -1.18], [-2.82, -4.64, 0.16], [-2.00, -5.85, -0.17], [-2.61, -7.02, -0.63], [-1.86, -8.14, -0.96], [-0.48, -8.11, -0.85], [0.15, -6.95, -0.41], [-0.61, -5.83, -0.07], [0.96, -0.50, 2.76], [0.98, -0.72, 4.15], [1.63, 0.11, 5.05], [2.32, 1.22, 4.55], [2.34, 1.47, 3.20], [1.65, 0.65, 2.25], [1.69, 0.98, 1.02], [-0.38, -3.52, 1.79], [-0.94, -2.74, 3.26], [0.77, -3.17, 3.10], [-3.85, -4.94, 0.34], [-2.45, -4.14, 1.05], [-3.69, -7.03, -0.74], [-2.36, -9.03, -1.32], [0.11, -8.98, -1.12], [1.23, -6.90, -0.35], [-0.10, -4.92, 0.23], [0.46, -1.58, 4.55], [1.60, -0.10, 6.11], [2.85, 1.88, 5.23], [2.86, 2.32, 2.79], [-2.67, -0.04, 2.34], [-1.88, 1.21, 2.19], [-1.06, 1.54, 1.21], [-0.62, 2.81, 1.49], [-1.17, 3.26, 2.65], [-1.98, 2.24, 3.08], [-2.60, -0.64, 1.44], [-3.72, 0.20, 2.54], [-2.29, -0.63, 3.17], [0.07, 3.31, 0.84], [-1.05, 4.18, 3.19], [-2.49, 2.20, 3.94], [3.73, -1.69, -2.95], [3.16, -0.66, -1.45], [2.98, -1.94, -0.07], [4.73, 0.27, -0.89], [1.74, 0.41, -1.88], [1.88, 2.05, -2.65], [1.06, 2.06, -4.36], [3.64, 2.72, -2.96], [1.10, 3.51, -1.72], [4.59, -2.33, -2.70], [4.02, -1.04, -3.78], [2.92, -2.34, -3.29], [3.90, -2.54, -0.01], [2.14, -2.61, -0.27], [2.82, -1.46, 0.90], [5.47, -0.46, -0.56], [4.50, 0.92, -0.05], [5.17, 0.87, -1.68], [1.10, -0.17, -2.56], [1.60, 1.40, -5.05], [1.02, 3.06, -4.80], [0.03, 1.68, -4.27], [4.20, 2.10, -3.67], [4.22, 2.79, -2.04], [3.56, 3.73, -3.38], [0.02, 3.38, -1.60], [1.30, 4.46, -2.23], [1.56, 3.56, -0.72], [-1.38, 0.75, -1.62], [-1.19, 0.53, -2.67], [-1.72, 1.80, -1.56], [-2.24, 0.14, -1.32]],
  "total_charge": -2,
  "s2": 1.203,
  "multiplicity": 2,
  "total_energy_ev": -106472.2864,
  "homo_ev": [-1.0262, -0.3465],
  "lumo_energy_ev": [4.44, 4.44],
  "orbital_gap_ev": [5.46, 4.78]
}

=====

# 4
{
  "formula": "C16H21ClN3O2S2",
  "method": "the ωB97M-V functional and the def2-TZVPD basis",
  "elements": ["C", "H", "H", "C", "N", "C", "C", "H", "H", "N", "C", "N", "C", "C", "Cl", "S", "S", "O", "O", "C", "C", "C", "C", "C", "C", "H", "H", "C", "H", "H", "H", "H", "H", "H", "C", "C", "H", "H", "H", "H", "H", "H", "H", "H", "H"],
  "xyz": [[6.22, 1.36, -0.63], [5.66, 2.24, -0.30], [7.28, 1.58, -0.54], [5.88, 0.14, 0.23], [4.49, -0.28, 0.21], [3.55, 0.65, 0.79], [2.26, -0.11, 1.10], [2.47, -0.94, 1.78], [1.51, 0.55, 1.55], [1.71, -0.68, -0.16], [0.44, -1.34, 0.01], [-0.59, -0.97, -0.66], [-1.66, -1.75, -0.41], [-1.44, -2.75, 0.50], [-2.54, -3.90, 1.04], [0.21, -2.71, 1.07], [-3.18, -1.56, -1.44], [-2.68, -1.11, -2.70], [-3.85, -2.81, -1.34], [-4.08, -0.28, -0.60], [-3.79, 1.04, -0.88], [-4.50, 2.04, -0.23], [-5.50, 1.71, 0.70], [-5.76, 0.37, 0.96], [-5.06, -0.63, 0.31], [-5.27, -1.67, 0.48], [-6.54, 0.11, 1.66], [-6.28, 2.79, 1.37], [-7.10, 3.10, 0.72], [-6.71, 2.44, 2.31], [-5.66, 3.66, 1.56], [-4.30, 3.07, -0.44], [-3.04, 1.27, -1.61], [1.52, 0.10, -0.81], [2.72, -1.56, -0.80], [4.00, -0.77, -1.06], [4.74, -1.43, -1.50], [3.78, 0.04, -1.78], [2.93, -2.39, -0.11], [2.31, -1.96, -1.73], [3.96, 1.04, 1.73], [3.32, 1.51, 0.13], [6.47, -0.71, -0.10], [6.14, 0.34, 1.27], [6.00, 1.18, -1.68]],
  "total_charge": 1,
  "smiles": "CCN1CC[NH+](c2nc(S(=O)(=O)c3ccc(C)cc3)c(Cl)s2)CC1",
  "total_energy_ev": -59683.4417,
  "homo_ev": -11.9551,
  "lumo_energy_ev": -3.26,
  "orbital_gap_ev": 8.70
}

=====

# 5
{
  "formula": "C5H6O",
  "method": "the ωB97M-V functional and the def2-TZVPD basis",
  "elements": ["C", "C", "C", "C", "C", "H", "H", "H", "H", "H", "H", "O"],
  "xyz": [[1.10, 1.17, 0.05], [1.11, -0.32, -0.14], [-0.15, -1.12, 0.27], [-1.43, -0.49, -0.06], [-2.48, 0.03, -0.36], [0.39, 1.62, -0.67], [2.09, 1.60, -0.11], [0.77, 1.46, 1.05], [-0.03, -2.12, -0.22], [-0.07, -1.33, 1.36], [-3.41, 0.44, -0.69], [2.12, -0.91, -0.48]],
  "smiles": "C#CCC(C)=O",
  "total_energy_ev": -7327.6852,
  "homo_ev": -9.6816,
  "lumo_energy_ev": 0.84,
  "orbital_gap_ev": 10.52
}

=====

# 6
{
  "formula": "C17H13F6N6O5S3Sn",
  "method": "the ωB97M-V functional and the def2-TZVPD basis",
  "elements": ["Sn", "N", "C", "S", "N", "N", "C", "C", "C", "C", "C", "C", "C", "O", "H", "H", "H", "H", "H", "H", "H", "F", "C", "F", "F", "S", "O", "O", "N", "S", "O", "O", "C", "F", "F", "F", "N", "C", "N", "C", "C", "C", "C", "C", "C", "H", "H", "H", "H", "H", "H"],
  "xyz": [[-0.82, 0.66, -0.02], [-2.72, -0.40, 4.11], [-2.34, -0.37, 2.79], [-2.91, 0.96, 1.85], [-1.61, -1.38, 2.41], [-1.26, -1.36, 1.06], [-1.03, -2.54, 0.60], [-0.68, -2.93, -0.74], [-0.52, -4.30, -0.99], [-0.24, -4.77, -2.25], [-0.11, -3.85, -3.30], [-0.26, -2.50, -3.08], [-0.54, -2.00, -1.79], [-0.65, -0.71, -1.61], [-3.01, 0.48, 4.50], [-2.16, -1.00, 4.70], [-1.16, -3.36, 1.32], [-0.63, -4.99, -0.16], [-0.12, -5.83, -2.44], [0.11, -4.20, -4.30], [-0.15, -1.78, -3.88], [-0.12, 0.59, -4.76], [0.35, 1.83, -4.86], [-0.47, 2.52, -5.66], [1.55, 1.81, -5.43], [0.37, 2.70, -3.22], [-1.00, 2.65, -2.80], [0.96, 3.97, -3.53], [1.27, 1.91, -2.20], [2.23, 0.70, -2.24], [2.25, -0.07, -3.44], [2.19, 0.01, -0.97], [3.89, 1.50, -2.21], [4.08, 2.26, -3.29], [4.06, 2.26, -1.13], [4.84, 0.55, -2.20], [2.41, -0.79, 3.14], [1.80, -0.52, 1.95], [0.87, 0.38, 2.05], [0.84, 0.74, 3.39], [0.03, 1.66, 4.05], [0.23, 1.82, 5.41], [1.21, 1.08, 6.10], [2.01, 0.17, 5.46], [1.81, 0.01, 4.09], [3.16, -1.44, 3.28], [2.09, -1.01, 1.03], [-0.73, 2.21, 3.51], [-0.38, 2.52, 5.96], [1.33, 1.24, 7.17], [2.77, -0.40, 5.99]],
  "total_charge": -1,
  "total_energy_ev": -91663.6870,
  "homo_ev": -4.9611,
  "lumo_energy_ev": 2.35,
  "orbital_gap_ev": 7.31
}

=====

Copy entry 5 word for word.
{
  "formula": "C5H6O",
  "method": "the ωB97M-V functional and the def2-TZVPD basis",
  "elements": ["C", "C", "C", "C", "C", "H", "H", "H", "H", "H", "H", "O"],
  "xyz": [[1.10, 1.17, 0.05], [1.11, -0.32, -0.14], [-0.15, -1.12, 0.27], [-1.43, -0.49, -0.06], [-2.48, 0.03, -0.36], [0.39, 1.62, -0.67], [2.09, 1.60, -0.11], [0.77, 1.46, 1.05], [-0.03, -2.12, -0.22], [-0.07, -1.33, 1.36], [-3.41, 0.44, -0.69], [2.12, -0.91, -0.48]],
  "smiles": "C#CCC(C)=O",
  "total_energy_ev": -7327.6852,
  "homo_ev": -9.6816,
  "lumo_energy_ev": 0.84,
  "orbital_gap_ev": 10.52
}